1.
75
Properties=species:S:1:pos:R:3:forces:R:3 method="wB97M-V/def2-TZVPD" homo_energy_ev=-11.69 orbital_gap_ev=6.639 charge=+1
C 2.34549 -0.54498 -3.99527 -0.220 -0.102 -0.565
C 1.84378 -0.87411 -2.96137 0.655 0.047 0.594
C 1.57248 -1.43120 -1.68197 -0.368 -0.198 -0.601
C 0.80859 -2.56614 -1.58548 -0.504 -0.612 0.143
B 0.16024 -3.29556 -2.87145 0.013 -0.262 -0.437
C 0.92197 -4.48763 -3.54192 -0.132 0.434 0.483
O -1.06723 -2.89462 -3.32977 0.553 0.226 -0.548
C 0.56036 -3.08236 -0.30913 0.386 0.542 0.356
C -0.34591 -4.29490 -0.20149 -0.364 0.341 -0.076
O 0.01167 -5.35897 0.16484 0.222 -0.342 -0.061
O -1.60246 -4.04889 -0.68290 0.337 -0.262 0.371
C -2.37682 -3.14034 0.09225 -0.944 0.834 -0.133
C -3.24356 -2.26977 -0.83547 0.425 -0.410 -0.023
C -2.71318 -0.86245 -0.98212 -0.618 0.005 0.206
F -1.37759 -0.87294 -1.26611 0.126 0.066 -0.015
F -3.32013 -0.24921 -2.01724 -0.094 0.014 -0.044
C -2.86491 0.07857 0.26678 0.260 0.223 -0.866
F -1.77792 -0.08531 1.05372 -0.149 -0.200 0.311
F -2.84457 1.35158 -0.18570 -0.002 0.012 0.100
C -4.16042 -0.09970 1.07076 -0.119 0.479 0.947
F -5.20501 -0.15172 0.23894 0.023 -0.100 -0.204
F -4.10930 -1.24540 1.77999 0.243 -0.161 -0.189
C -4.41890 1.07459 2.10473 -0.405 -0.547 0.125
F -5.24557 1.95619 1.56409 0.330 0.265 -0.007
F -3.28016 1.65398 2.48174 0.018 0.139 -0.159
F -4.99417 0.57516 3.19634 0.001 0.000 -0.144
C 1.12192 -2.46321 0.81743 -0.560 0.042 0.149
P 0.79662 -3.23069 2.47332 0.956 -1.459 0.185
S 1.92053 -4.76544 2.81429 -0.001 0.394 -0.027
C 1.89446 -1.30370 0.67261 -0.237 -0.811 0.989
C 2.50270 -0.61938 1.86304 0.562 1.137 -0.298
C 3.98324 -0.18967 1.71881 0.103 -0.629 -0.162
C 4.89375 -1.23025 1.03471 0.737 0.554 -0.338
C 6.05965 -0.52895 0.29576 -0.475 0.618 0.251
N 5.77064 -0.32274 -1.13612 0.438 -0.122 0.010
N 2.05784 -0.82986 -0.56963 0.085 0.504 -0.191
O 2.74527 0.33089 -0.76512 0.905 -1.058 0.264
N 1.74763 1.49653 -0.95421 -1.027 1.138 0.188
O 1.46605 1.93304 0.05406 0.034 -0.108 -0.336
H 2.72673 -0.33984 -4.96796 0.046 0.199 -0.029
H 0.64607 -5.42518 -3.04722 0.109 -0.084 -0.039
H 0.66479 -4.56324 -4.59556 -0.053 -0.093 -0.033
H 1.99749 -4.34085 -3.42470 0.045 -0.242 -0.025
H -1.06701 -1.98751 -3.65967 -0.403 0.131 0.365
H -3.05163 -3.66745 0.76646 0.256 -0.428 -0.065
H -1.76589 -2.49142 0.72173 0.286 -0.123 -0.048
H -4.27153 -2.27581 -0.48841 -0.043 0.265 0.007
H -3.26020 -2.70651 -1.83412 0.140 -0.027 -0.018
H -0.57442 -3.55888 2.41424 -0.021 0.485 -0.104
H 0.92469 -2.26156 3.47928 -0.517 0.336 -0.372
H 1.90805 0.28258 2.04261 -0.019 -0.034 0.128
H 2.42236 -1.21074 2.76340 -0.149 -0.390 -0.165
H 4.05298 0.75835 1.19396 -0.044 0.015 -0.045
H 4.38417 -0.02264 2.71720 -0.179 0.137 0.099
H 4.38254 -1.83113 0.28051 -0.085 -0.103 0.111
H 5.35643 -1.89855 1.75891 -0.398 -0.162 0.174
H 6.21388 0.45188 0.76238 0.140 -0.117 0.238
H 6.99179 -1.06568 0.44939 -0.035 -0.239 -0.323
H 5.39260 0.60634 -1.27469 -0.189 -0.018 0.037
H 6.65763 -0.28845 -1.62781 -0.064 -0.174 -0.127
C -2.98015 4.92844 1.22596 0.030 0.057 -0.110
C -2.15883 4.51976 -0.00510 -0.035 0.041 0.030
C -1.62195 5.80683 -0.64342 -0.056 -0.380 -0.170
S -1.46420 7.00189 0.69093 0.061 -0.104 0.109
O -2.38957 8.07620 0.45616 0.078 0.085 -0.014
O -0.06976 7.24923 0.94899 -0.011 0.124 -0.037
C -2.12756 5.94699 1.97585 -0.202 -0.256 0.088
H -3.22163 4.07464 1.85402 -0.019 -0.001 0.023
H -3.91790 5.38897 0.90793 0.004 0.010 0.024
H -1.32390 3.88618 0.30668 -0.003 0.014 0.034
H -2.75389 3.94976 -0.71740 0.004 0.006 -0.007
H -0.64686 5.66302 -1.10182 0.025 0.167 0.000
H -2.31674 6.21560 -1.37440 -0.002 0.098 0.062
H -2.68970 6.55061 2.68424 0.076 0.116 -0.042
H -1.28595 5.46772 2.47575 0.035 0.058 -0.006



2.
50
Properties=species:S:1:pos:R:3:forces:R:3 method="wB97M-V/def2-TZVPD" spin_multiplicity=4 homo_energy_ev="-8.70 / -9.07" orbital_gap_ev="8.822 / 9.181"
Cr 9.16270 -7.79432 11.94920 0.837 -0.332 0.252
N 8.88493 -6.02105 10.98603 -0.186 0.901 -1.104
C 8.79008 -4.87666 11.94470 1.228 0.408 0.280
C 9.89999 -5.17802 13.01780 -0.122 -1.013 -0.625
O 10.63267 -4.32264 13.47762 -0.431 0.140 -0.044
N 10.07853 -6.53555 13.16258 -0.407 0.391 0.087
C 11.43743 -6.96502 13.49553 -0.641 1.229 0.110
C 11.87697 -7.98629 12.46023 0.786 -0.193 1.571
O 12.91839 -8.59107 12.58378 0.794 -0.187 -0.019
O 11.01347 -8.26501 11.56342 -1.248 0.430 -1.830
H 9.63287 -5.86191 10.30882 0.262 -0.002 0.337
H 8.07352 -6.04327 10.36777 -0.126 0.068 0.317
H 7.75738 -4.86216 12.31205 0.378 0.303 0.112
H 9.11569 -3.88932 11.49707 -0.791 -1.128 0.317
H 11.52677 -7.31362 14.52337 0.050 -0.525 0.010
H 12.05090 -6.05996 13.50146 0.342 -0.190 -0.249
N 9.44570 -9.34205 13.42544 -1.984 -0.507 -1.246
C 9.19737 -10.80877 13.29313 0.401 0.228 -1.463
C 10.44031 -11.68154 13.05653 -0.030 0.283 -0.184
C 10.72527 -12.09970 11.61367 1.358 0.301 -0.051
N 10.60291 -11.00217 10.66016 0.366 0.296 -0.947
H 10.26325 -9.16017 13.94889 0.996 0.169 0.733
H 8.64414 -8.97630 13.92535 0.066 0.095 0.579
H 8.40549 -10.98293 12.54325 0.455 0.188 0.081
H 8.79761 -11.12386 14.19941 -0.858 -0.584 1.722
H 10.32075 -12.58197 13.66712 0.118 0.068 -0.111
H 11.30792 -11.13893 13.46610 -0.110 -0.188 -0.194
H 10.16469 -12.93590 11.24000 -0.910 -0.287 0.202
H 11.75649 -12.46144 11.53137 0.074 -0.174 0.551
H 11.35646 -10.31614 10.81521 -0.466 -0.185 0.170
H 10.81119 -11.39644 9.73264 -0.221 0.255 0.402
N 8.58541 -8.96193 10.23713 0.395 0.393 -0.174
C 8.65229 -8.23665 9.00400 -0.398 0.553 0.749
C 7.55286 -7.43700 8.67041 -0.048 0.091 -0.752
C 7.60238 -6.65852 7.50036 0.803 -1.035 -0.281
C 8.74291 -6.78923 6.65928 -1.019 0.935 0.609
C 9.85291 -7.49717 7.09502 -0.394 1.094 -0.575
C 9.82728 -8.14920 8.28495 0.185 -1.301 0.677
H 9.26524 -9.72111 10.32412 0.358 -0.516 -0.195
H 7.66600 -9.33874 10.34409 -0.596 -0.209 0.263
H 6.67322 -7.44487 9.32716 0.258 0.063 -0.341
H 6.76304 -6.01955 7.22124 0.285 -0.230 0.051
H 8.77344 -6.22086 5.73579 0.037 -0.112 0.059
H 10.79225 -7.44657 6.58811 0.249 -0.052 -0.610
H 10.72396 -8.67032 8.59323 -0.075 -0.071 0.317
N 4.87938 -4.29640 11.67058 -0.180 1.095 -0.088
C 4.89350 -5.43085 11.84328 0.386 -0.950 -0.005
N 4.94906 -6.75020 11.97171 0.220 -0.732 0.312
C 6.09422 -7.28411 12.17442 -1.183 1.175 -0.494
N 7.14964 -7.76406 12.27324 0.737 -0.448 0.713



3.
26
Properties=species:S:1:pos:R:3:forces:R:3 method="wB97M-V/def2-TZVPD" smiles="CCC/C=C/NC.O.O" homo_energy_ev=-8.27 orbital_gap_ev=9.018
C -1.50179 0.22620 -2.04327 -0.848 -0.637 0.000
C -0.51414 -0.94902 -1.97726 0.187 -0.169 0.325
C -0.33732 -1.53015 -0.57484 0.203 0.013 0.349
C 0.36631 -0.56423 0.33076 -0.322 0.231 0.546
C 0.79100 -0.82102 1.56466 1.253 -0.217 -0.307
N 1.55176 0.10267 2.31932 -1.553 1.264 0.877
C 0.95799 1.43203 2.51602 1.290 -0.188 -0.001
H -2.24707 -0.05712 -2.78953 -0.148 0.400 0.020
H -2.04302 0.32947 -1.09921 -0.017 -0.060 0.014
H -1.13871 1.21792 -2.29795 0.504 -0.142 -0.089
H 0.45741 -0.60947 -2.34403 -0.360 -0.385 0.014
H -0.87276 -1.79764 -2.56185 0.052 0.306 -0.457
H 0.27083 -2.44162 -0.57859 0.004 0.022 -0.365
H -1.29513 -1.87609 -0.17077 -0.116 0.317 -0.052
H 0.56512 0.43773 -0.04006 0.083 -0.060 -0.249
H 0.61264 -1.78200 2.04192 0.070 -0.149 -0.127
H 2.54323 0.12241 2.42217 0.304 -0.785 -0.312
H 0.99902 1.74573 3.56057 -0.158 -0.110 0.092
H -0.04948 1.38330 2.17532 -0.801 0.186 -0.047
H 1.47853 2.20678 1.94603 -0.086 0.071 -0.163
O 2.45488 0.34532 -2.12368 -0.105 1.546 -0.444
H 2.13520 -0.22533 -2.82440 0.509 -0.532 0.456
H 2.86758 -0.07946 -1.37939 0.000 -0.876 -0.062
O -3.02806 0.99379 1.52064 0.395 0.118 -0.283
H -2.86008 1.61720 0.80316 -0.283 0.064 0.068
H -2.16393 0.57262 1.60427 -0.055 -0.228 0.198



4.
31
Properties=species:S:1:pos:R:3:forces:R:3 method="wB97M-V/def2-TZVPD" smiles=Cc1ccc(O)cc1.Cc1ccccc1 homo_energy_ev=-8.16 orbital_gap_ev=8.852
C 0.11781 1.14400 -3.41594 -5.179 -0.484 3.467
C -0.58353 0.18863 -2.44798 -1.206 -1.581 0.516
C -1.39498 0.73466 -1.40386 1.175 0.888 -2.019
C -2.20413 -0.12370 -0.60696 3.025 0.909 -3.086
C -2.20537 -1.50646 -0.86594 0.489 2.328 -2.433
O -3.04934 -2.09636 -0.08545 -2.318 -1.378 3.032
C -1.56787 -2.03034 -1.99385 0.366 -0.128 0.263
C -0.74880 -1.20435 -2.76885 0.759 2.184 2.265
H -0.75761 1.29875 -4.01525 0.116 1.498 -0.885
H 0.85980 0.85449 -3.94890 4.509 -3.276 -3.829
H 0.61313 1.91813 -2.93861 -0.205 2.343 1.254
H -1.21994 1.92271 -1.49211 -1.221 -2.664 1.414
H -2.76520 0.29439 0.14205 -1.400 0.572 1.792
H -3.37712 -2.98581 -0.15912 0.567 -0.543 -0.838
H -1.67609 -3.09451 -2.22157 0.158 0.295 0.100
H 0.07942 -1.55449 -3.32652 0.017 -0.954 -1.345
C 2.61831 -0.23864 0.42068 -1.222 -4.411 -0.239
C 1.79849 0.09891 1.63136 -3.366 1.558 -3.623
C 2.23401 0.08362 2.91779 -0.402 1.679 -0.282
C 1.44382 0.63063 3.91611 -1.606 -0.218 2.567
C 0.09706 1.11757 3.73846 3.579 -1.703 0.153
C -0.31933 0.99289 2.44712 -1.924 0.779 -2.261
C 0.49295 0.63254 1.31874 -1.088 -1.052 1.358
H 1.96951 -0.83576 -0.45646 1.644 0.956 2.672
H 3.55252 -0.77319 0.71403 -0.762 -0.004 -0.477
H 2.89805 0.55205 -0.13950 1.000 3.147 -1.410
H 3.28518 0.16338 2.88570 1.433 -1.098 1.319
H 1.74378 0.46585 4.97797 0.271 0.746 -0.877
H -0.47492 1.49521 4.58224 -0.040 -0.256 -0.345
H -1.40861 1.22286 2.31302 1.045 0.006 -0.481
H -0.05100 0.63234 0.28160 1.786 -0.139 2.259